Entry 1:
Computed, not measured: C4H8N2O in the gas phase at a distorted geometry, with ωB97M-V with the def2-TZVPD basis set.

LUMO	1.0	eV
ΔE to the lowest compared entry with this formula, charge and spin	602.05	kJ/mol
SMILES	CON1C=NCC1
highest occupied orbital energy	-0.3411	hartree

CARTESIAN COORDINATES (ANGSTROEM)
C1 -0.97057 1.43057 -1.68386
O1 0.17635 0.82734 -0.99065
N1 -0.14706 0.31469 0.21215
C2 0.89090 0.65572 0.89146
N2 1.35688 -0.19184 1.68164
C3 0.49246 -1.41567 1.38712
C4 -0.05561 -1.09262 0.09195
H1 -0.41287 1.85998 -2.53805
H2 -1.48104 0.43218 -2.07774
H3 -1.37709 2.15028 -1.17868
H4 1.22977 1.59581 1.13324
H5 -0.31137 -1.24571 2.10834
H6 1.23870 -2.26544 1.43497
H7 -1.14697 -1.38846 0.13027
H8 0.51751 -1.66683 -0.60215

Entry 2:
Computed, not measured: 2 unconnected molecules or ions with the total composition C4H8N2O, with ωB97M-V with the def2-TZVPD basis set.

LUMO	0.9	eV
ΔE to the lowest compared entry with this formula, charge and spin	239.08	kJ/mol
SMILES	[H]/N=C/CCN=C=O.[H][H]
highest occupied orbital energy	-0.3670	hartree

CARTESIAN COORDINATES (ANGSTROEM)
H1 0.85970 -2.48180 0.86962
N1 0.58984 -1.50685 0.98987
C1 -0.54560 -1.28968 0.47010
C2 -1.13295 0.09116 0.44103
C3 -0.14586 1.27910 0.43414
N2 1.11026 1.08932 -0.24026
C4 2.05510 0.33930 -0.14642
O1 3.07061 -0.24676 -0.21244
H2 -1.13785 -2.08229 -0.01201
H3 -1.78340 0.23730 1.31182
H4 -1.80454 0.13896 -0.41599
H5 0.04223 1.60620 1.46070
H6 -0.64555 2.10544 -0.07879
H7 -0.56085 0.22305 -2.61812
H8 0.02888 0.49755 -2.25323

Entry 3:
Computed, not measured: a molecular structure, C4H8N2O at a distorted geometry, with ωB97M-V with the def2-TZVPD basis set.

LUMO	0.6	eV
ΔE to the lowest compared entry with this formula, charge and spin	323.12	kJ/mol
highest occupied orbital energy	-0.3363	hartree

CARTESIAN COORDINATES (ANGSTROEM)
O1 -2.79890 0.82354 -0.27550
C1 -1.82368 0.19369 -0.03534
N1 -0.41909 1.51148 -0.12319
C2 0.74518 1.06263 -0.31842
C3 1.15330 -0.09877 0.50460
C4 -0.02364 -1.04375 0.88406
N2 -1.24572 -0.89574 0.13681
H1 -0.70584 2.33341 -0.63658
H2 0.33382 -1.02333 -1.84754
H3 1.47655 1.53745 -0.97456
H4 1.53438 0.38402 1.41138
H5 1.99474 -0.60641 0.03919
H6 -0.26657 -0.90563 1.94062
H7 0.33053 -2.07169 0.76033
H8 -0.28507 -1.20089 -1.46585

Entry 4:
Computed, not measured: C4H8N2O in the gas phase at a distorted geometry, with ωB97M-V with the def2-TZVPD basis set.

LUMO	0.8	eV
ΔE to the lowest compared entry with this formula, charge and spin	153.75	kJ/mol
SMILES	N#C[C@@H](N)CCO
highest occupied orbital energy	-0.3752	hartree

CARTESIAN COORDINATES (ANGSTROEM)
N1 -0.78574 2.49490 0.55840
C1 -0.80791 1.34225 0.45962
C2 -0.79771 -0.13591 0.40071
N2 -2.11401 -0.60311 -0.02423
C3 0.27219 -0.65224 -0.57638
C4 1.56956 0.14668 -0.55467
O1 2.06848 0.26679 0.76753
H1 -0.50902 -0.46055 1.41235
H2 -2.08850 -1.61440 -0.11834
H3 -2.81422 -0.38653 0.67887
H4 -0.15131 -0.65134 -1.58698
H5 0.48750 -1.69148 -0.30143
H6 1.41095 1.13624 -1.00021
H7 2.31820 -0.37167 -1.16511
H8 1.94155 1.18034 1.04986

Entry 5:
Computed, not measured: C4H8N2O in the gas phase at a distorted geometry, with ωB97M-V with the def2-TZVPD basis set.

LUMO (alpha / beta)	0.9 / -2.5	eV
ΔE to the lowest compared entry with this formula, charge and spin	341.32	kJ/mol
2S+1	3
highest occupied orbital energy (alpha / beta)	-0.1655 / -0.3957	hartree

CARTESIAN COORDINATES (ANGSTROEM)
C1 2.56796 -0.31568 -0.15458
C2 -0.65684 -1.29480 0.13898
C3 -0.75382 0.04044 -0.59824
C4 0.34579 1.02889 -0.12568
N1 2.88146 0.95309 0.36823
N2 1.84940 0.70417 -0.64972
O1 2.85709 -1.40242 -0.20941
H1 -0.06612 -2.13186 -0.30785
H2 -0.20780 -1.00099 1.06306
H3 -1.59604 -1.66484 0.23886
H4 -1.63931 0.52451 -0.21890
H5 -0.69842 0.02096 -1.66775
H6 0.13434 2.01785 -0.68007
H7 0.29390 1.31029 1.01954
H8 2.33002 1.12643 1.29332

Entry 6:
Computed, not measured: C4H8N2O2 in the gas phase at a distorted geometry, with ωB97M-V with the def2-TZVPD basis set.

LUMO (alpha / beta)	-0.5 / -0.5	eV
ΔE to the lowest compared entry with this formula, charge and spin	522.10	kJ/mol
SMILES	CO/C(C)=C(\N)N=O
highest occupied orbital energy (alpha / beta)	-0.3065 / -0.3065	hartree

CARTESIAN COORDINATES (ANGSTROEM)
C1 2.16400 0.21584 -0.16682
O1 1.10647 0.80052 0.56743
C2 -0.30715 0.46238 0.17249
C3 -1.12582 1.69333 -0.03565
C4 -0.61755 -0.81158 -0.04325
N1 0.07547 -1.96717 0.18494
N2 -1.99877 -1.01486 -0.55887
O2 -2.91983 -0.94684 0.23629
H1 2.50561 -0.71742 0.29794
H2 1.90323 0.03771 -1.21880
H3 3.01679 0.90546 -0.15551
H4 -1.56975 1.71749 -1.03551
H5 -0.52522 2.60144 0.07378
H6 -1.92634 1.75668 0.70981
H7 -0.42872 -2.81759 -0.04811
H8 0.64756 -1.91542 1.01985

Entry 7:
Computed, not measured: C4H8N2O2 in the gas phase at a distorted geometry, with ωB97M-V with the def2-TZVPD basis set.

LUMO	-3.3	eV
ΔE to the lowest compared entry with this formula, charge and spin	696.52	kJ/mol
highest occupied orbital energy	-0.3183	hartree

CARTESIAN COORDINATES (ANGSTROEM)
C1 2.08201 -0.23772 0.31942
N1 1.48062 0.95797 -0.36702
C2 0.37978 0.75108 -1.22605
C3 -0.89426 0.43018 -0.76992
N2 -1.08651 0.34354 0.73147
C4 -1.62046 -1.05518 1.21408
O1 -1.94680 0.17474 -1.41421
O2 1.33511 -1.08678 1.15281
H1 2.54190 -0.82360 -0.51623
H2 2.02990 1.84240 -0.36810
H3 3.03406 0.22234 0.72552
H4 0.54140 1.00335 -2.31816
H5 -0.22630 0.56920 1.24916
H6 -2.29540 -1.34066 0.33783
H7 -0.80624 -1.76951 1.15142
H8 -2.36702 -0.84800 2.05346

Entry 8:
Computed, not measured: C4H8N2O2 in the gas phase at a distorted geometry, with ωB97M-V with the def2-TZVPD basis set.

LUMO	0.9	eV
ΔE to the lowest compared entry with this formula, charge and spin	189.82	kJ/mol
SMILES	CC(C)=NOC(N)=O
highest occupied orbital energy	-0.3611	hartree

CARTESIAN COORDINATES (ANGSTROEM)
C1 2.43515 0.41809 -0.53956
C2 1.04438 0.25083 -0.02322
C3 0.74327 -1.01213 0.71816
N1 0.25627 1.20946 -0.26855
O1 -1.07814 1.13632 0.17759
C4 -1.86970 0.16288 -0.32700
N2 -3.11596 0.29070 0.19720
O2 -1.52668 -0.69540 -1.09582
H1 2.52320 1.35110 -1.08714
H2 3.13991 0.41450 0.29014
H3 2.67776 -0.41558 -1.19584
H4 1.65056 -1.43076 1.14547
H5 0.01408 -0.83236 1.50777
H6 0.31002 -1.73483 0.02576
H7 -3.85604 -0.24259 -0.22377
H8 -3.34808 1.12977 0.69882